[1]
The following is a DFT calculation (wB97M-V/def2-TZVPD) of a 6-piece molecular cluster, C6H24N12O6 overall in a non-equilibrium geometry.

Summary:
SMILES	NC(N)=O.NC(N)=O.NC(N)=O.NC(N)=O.NC(N)=O.NC(N)=O
LUMO energy	0.32	eV
M	360.336	u
total energy	-36782.5873	eV
HOMO level	-0.3231	Ha
F_max	0.07186	hartree/bohr

The geometry in XYZ format:
```
48
Properties=species:S:1:pos:R:3:forces:R:3
O -2.4501 4.7533 -20.8688 -1.08 -0.42 0.08
O -5.5121 1.1078 -23.3581 0.27 -0.31 0.42
O 0.6285 4.7364 -18.2606 0.18 1.51 0.73
O 3.1695 2.9635 -20.5263 -0.34 -0.43 -0.40
O -1.5607 1.0184 -15.7639 0.02 -0.23 -0.34
O -4.9666 7.6684 -19.2297 0.95 0.69 -0.22
N 2.1173 6.2198 -19.0002 1.14 1.33 -0.36
N 1.1568 3.7551 -21.2393 -1.00 0.45 2.39
N 1.2470 6.5090 -16.9209 -0.51 -0.26 0.52
N -1.5220 3.2932 -19.4763 0.36 -0.68 0.94
N 0.0524 -0.2683 -14.8740 0.90 -1.19 0.67
N -3.0464 2.5417 -20.9716 -0.78 0.09 -0.65
N -5.1992 8.9496 -21.0498 -0.85 2.52 -2.57
N 2.6336 3.1683 -22.7592 0.92 -0.94 0.00
N -6.7447 0.7852 -21.4655 -0.49 0.74 -0.15
N 0.1766 0.2942 -17.0321 0.56 -0.24 -1.77
N -4.8887 -0.4062 -21.7214 0.47 0.63 -0.71
N -3.6798 7.3066 -21.0619 1.45 -0.94 -0.43
C -0.5411 0.3575 -15.9014 -1.55 1.57 1.53
C -4.5833 8.0083 -20.3549 -1.38 -2.42 1.91
C 1.2798 5.7912 -18.0599 -0.92 -2.56 -0.80
C 2.3777 3.2066 -21.4235 0.29 1.05 -0.62
C -5.6784 0.5566 -22.2833 -0.22 -0.24 -0.51
C -2.3960 3.5932 -20.4398 1.22 1.21 -0.73
H -7.5494 1.1195 -21.9725 -0.13 0.07 0.44
H -0.3147 -0.2368 -13.9408 -0.12 0.12 -0.17
H 1.9826 3.6491 -23.3468 0.41 -0.17 -0.54
H -5.0258 9.0043 -22.0399 0.19 0.07 0.11
H 0.3943 3.8641 -21.8826 0.22 -0.23 -0.26
H -4.1817 -0.8133 -22.3079 0.13 -0.22 0.53
H 0.6592 6.1338 -16.1957 0.18 0.16 0.11
H -6.8553 0.0996 -20.7430 -0.78 0.15 0.05
H -5.1758 -0.6684 -20.8001 0.81 -0.80 -0.01
H 2.0474 5.9182 -19.9564 0.01 -0.26 0.16
H -2.7986 1.5957 -20.7520 -0.37 0.02 0.11
H 0.9910 -0.5913 -15.0319 -0.01 -0.03 0.45
H 0.5978 -0.6001 -17.2277 0.13 0.17 -0.29
H -3.3301 6.4190 -20.7175 -0.20 0.13 0.38
H 2.6909 7.0121 -18.7650 0.03 0.01 -0.53
H -1.1240 2.3709 -19.4757 0.00 0.12 0.52
H 0.9246 3.8702 -20.2584 -0.30 0.11 -0.04
H -5.7994 9.6896 -20.7363 0.02 -0.48 0.81
H 1.8860 7.2592 -16.7340 -0.14 -0.02 0.06
H 3.5202 2.7826 -23.0369 -0.21 0.27 -0.42
H -3.8019 2.7593 -21.6010 0.19 -0.35 -0.21
H -1.1094 4.0397 -18.9355 0.44 -0.14 -0.17
H -0.2664 0.7671 -17.8035 0.11 -0.19 -0.04
H -3.5680 7.3459 -22.0603 -0.23 0.53 0.03
```
Forces are in eV/Å.



[2]
The following is a DFT calculation (wB97M-V/def2-TZVPD) of C53H38Br2N6O5PZr as an isolated structure in a non-equilibrium geometry.

Summary:
LUMO energy	-2.79	eV
M	1120.930	u
total energy	-225409.4087	eV
total charge	+1
HOMO level	-0.3477	Ha
F_max	0.04201	hartree/bohr

The geometry in XYZ format:
```
106
Properties=species:S:1:pos:R:3:forces:R:3
Zr -0.9843 0.9255 0.2029 0.55 1.28 0.15
Br -3.6608 0.4605 6.8902 0.05 -0.05 -0.17
Br -1.7412 -3.0882 2.8987 -0.16 0.06 0.19
P -2.4969 -0.4713 -1.7597 -1.27 -0.22 -1.53
O 7.1862 -1.3424 3.2417 -0.03 -0.38 -0.02
O -1.2627 -0.5500 1.4517 -0.11 -0.28 0.06
O -2.2432 2.4123 -0.6171 0.15 0.96 -0.49
O -3.2532 0.9164 0.6001 -0.06 0.31 -0.21
O 0.2174 0.0183 -1.0589 0.75 -0.65 -0.25
N 1.2644 -0.6941 1.3442 0.64 -0.33 0.07
N 3.4204 -4.5240 -0.8032 -0.17 -1.37 -0.66
N 4.4593 -4.7287 -0.1750 0.25 -1.07 -0.25
N -1.6883 2.0443 2.2137 -0.69 0.14 0.45
N 0.6289 2.5844 -0.7696 -0.04 0.32 0.02
N 0.7854 1.9493 1.8126 0.54 -0.31 -0.41
C 2.6233 -3.3960 -0.7896 -0.85 1.56 -0.15
C 2.3007 5.6380 0.4776 0.06 0.02 0.28
C -1.3932 1.8351 -4.8982 -0.03 -0.03 0.03
C 5.2300 -2.4329 0.3195 0.03 -0.48 -0.11
C -2.0981 -4.4750 -2.3353 0.07 -0.08 0.00
C -6.3170 0.5403 -3.0317 0.04 -0.01 -0.06
C 2.4949 -3.1633 1.7019 -0.12 0.19 0.40
C 1.4988 -1.4933 0.2773 0.09 -0.29 -0.06
C -2.9161 0.1829 5.1649 -0.05 -0.34 0.20
C -2.5867 1.2914 4.3528 0.27 -0.13 -0.38
C 7.2767 0.0545 3.0940 -0.02 0.25 -0.09
C 6.5378 -2.0807 2.3105 -0.13 -0.27 -0.01
C -1.7772 -0.3025 2.6225 -0.94 -0.38 1.91
C -6.5381 1.7178 -2.3374 0.05 0.10 0.11
C 2.1926 -2.3673 2.7775 0.13 -0.38 -0.32
C 2.2011 5.3986 1.8213 0.04 0.15 -0.25
C -3.2805 1.7239 -0.3557 -1.65 -0.23 0.36
C 2.2247 -2.7094 0.3989 -0.25 0.31 -0.41
C 6.5017 -3.4588 2.5579 0.09 0.35 0.10
C 1.8220 4.6891 -0.4493 -0.24 -0.40 0.19
C -1.1458 0.9530 -5.9397 0.05 0.01 -0.04
C -3.3500 -4.9830 -2.0283 0.07 0.01 0.03
C -1.7973 1.3469 -3.6686 -0.01 -0.07 0.00
C -1.7401 -0.8995 -4.5256 0.02 0.01 0.20
C -4.3922 1.5171 -1.3230 0.12 -0.43 -0.10
C -2.6921 -1.1069 4.7453 -0.16 0.54 0.37
C -1.3305 -0.4060 -5.7549 0.01 0.05 -0.11
C -2.8795 -2.2490 -1.8503 0.30 0.04 0.42
C 1.3102 -1.8239 -2.1060 -0.37 0.99 0.52
C 1.6925 4.1819 2.3037 -0.23 -0.50 -0.19
C -2.1226 -1.3336 3.4959 0.55 0.17 -0.99
C -2.4430 3.6354 3.8327 -0.09 -0.26 0.21
C -4.1123 -2.7730 -1.4737 0.00 0.13 0.00
C 1.3618 3.8754 -2.6535 0.08 0.18 0.18
C 1.6321 -1.1116 2.5367 -0.25 0.35 -0.24
C 1.2241 3.4972 0.0379 0.16 0.50 0.26
C -2.7753 2.6421 4.7175 0.10 0.23 -0.22
C 5.9215 -1.5845 1.1616 0.20 0.33 0.22
C 5.8440 -4.3067 1.7025 -0.35 0.18 -0.30
C -1.9545 -0.0267 -3.4670 0.30 0.03 0.25
C 1.2415 3.2172 1.4317 0.29 0.51 -0.07
C -1.8583 -3.1189 -2.2240 -0.03 0.15 0.00
C 1.8854 4.8521 -1.8485 -0.22 -0.32 -0.07
C 2.1116 -2.9579 -2.0040 0.58 -0.53 0.67
C -4.1594 0.3156 -2.0081 -0.04 0.10 0.24
C 5.1481 -3.8011 0.5931 0.53 1.25 0.74
C 0.9799 -1.0636 -0.9869 0.93 -1.12 -0.72
C -4.3436 -4.1344 -1.5677 -0.02 -0.12 0.00
C -5.1181 -0.1413 -2.9024 0.07 0.03 0.15
C -1.9146 3.2875 2.5787 0.20 -0.08 -0.32
C -5.5660 2.2280 -1.4887 0.22 0.11 -0.01
C 0.7219 2.7713 -2.0693 0.01 -0.30 0.00
C -2.0131 1.0420 3.0719 -0.23 -0.53 0.60
H 1.4457 -0.4318 3.3611 0.02 0.02 0.09
H 7.7898 0.3256 2.1671 0.02 0.01 0.04
H -1.2700 2.8993 -5.0467 -0.01 0.06 0.00
H -7.4762 2.2362 -2.4483 -0.11 0.10 -0.03
H 2.3421 5.7352 -2.2679 0.07 0.11 -0.03
H 2.7487 6.5484 0.1149 0.04 0.15 -0.07
H 1.2441 1.1509 1.3372 0.41 0.28 0.61
H 2.3724 -3.5091 -2.8953 0.05 -0.08 -0.06
H -7.0851 0.1453 -3.6775 -0.08 0.00 -0.12
H 2.3940 -2.6940 3.7842 0.01 0.00 0.12
H -5.3005 -4.5410 -1.2773 -0.11 0.02 0.01
H -1.8867 -1.9614 -4.3993 -0.01 -0.06 -0.01
H 0.2838 2.0041 -2.6941 0.02 0.05 0.02
H 5.9636 -0.5339 0.9191 0.06 0.11 0.01
H -1.6567 4.0546 1.8539 -0.04 -0.03 0.04
H 4.7672 -2.0379 -0.5754 -0.01 0.05 0.04
H 1.4071 3.9475 -3.7277 0.00 0.00 -0.12
H -4.9459 -1.0428 -3.4702 0.02 -0.11 -0.07
H 1.6869 3.9897 3.3678 0.01 -0.05 0.09
H -1.9997 2.0327 -2.8488 0.02 -0.03 -0.23
H 6.2882 0.5271 3.1088 0.03 -0.05 0.00
H -2.5915 4.6751 4.0841 0.01 0.03 -0.03
H 5.8092 -5.3653 1.9038 0.02 -0.17 -0.06
H -3.1788 2.8811 5.6919 -0.03 -0.02 -0.03
H -3.5358 -6.0411 -2.1284 -0.06 -0.10 0.03
H -0.8765 -2.7192 -2.4283 0.06 -0.10 -0.07
H -5.7128 3.1562 -0.9566 -0.11 0.04 0.05
H 0.8104 1.8208 2.8229 -0.15 -0.13 -0.38
H 0.9493 -1.5051 -3.0764 -0.04 0.04 -0.01
H 2.5467 6.1330 2.5335 0.05 0.06 0.00
H -0.8070 1.3277 -6.8926 -0.01 0.03 -0.14
H 2.9248 -4.1397 1.8577 0.08 -0.07 -0.01
H 7.0046 -3.8286 3.4371 0.07 -0.07 0.09
H 7.8551 0.3999 3.9510 -0.07 0.03 -0.15
H -1.1573 -1.0862 -6.5752 0.01 -0.08 -0.06
H -4.8922 -2.1215 -1.1103 -0.09 0.05 0.01
H -2.9517 -1.9401 5.3817 0.02 -0.02 0.00
H -1.3031 -5.1341 -2.6513 0.05 -0.06 -0.03
```
Forces are in eV/Å.



[3]
The following is a DFT calculation (wB97M-V/def2-TZVPD) of a 2-piece molecular cluster, N3O overall in a non-equilibrium geometry.

Summary:
LUMO energy	-10.13	eV
M	58.020	u
total energy	-6507.0692	eV
total charge	+1
HOMO level	-0.6898	Ha
F_max	0.06389	hartree/bohr

The geometry in XYZ format:
```
4
Properties=species:S:1:pos:R:3:forces:R:3
O 2.4811 -0.0155 0.0129 -3.14 0.08 -0.08
N -1.4038 0.0529 0.0016 0.49 0.04 0.00
N 1.4068 0.0111 -0.0179 3.28 -0.08 0.08
N -2.4841 -0.0485 0.0035 -0.63 -0.04 0.00
```
Forces are in eV/Å.



Energy above the lowest of the compared OMol25 structures with the same formula, charge and spin for every record listed, in sequence, given in kJ/mol: 211.12 271.98 0.00.